Entry from the Open Molecules 2025 dataset: a structure of composition C13H28N6O2PtS3 at a distorted geometry (wB97M-V/def2-TZVPD).

Cartesian coordinates (Å):
H: -4.630 0.789 0.346
C: 4.077 0.899 -1.166
H: 0.568 -4.249 -3.015
S: 2.319 1.305 -0.841
S: 3.591 -1.881 -0.792
H: -4.231 5.025 1.042
H: 2.604 1.316 2.918
C: 3.350 -1.888 1.965
C: -0.610 -3.301 -1.599
H: -4.457 1.705 2.714
C: -4.523 2.881 0.871
H: -2.538 -5.404 -0.394
O: -1.398 -4.304 -1.701
H: 3.806 -0.562 -2.719
H: -3.369 3.131 2.689
H: -2.464 -0.510 -0.915
H: -5.043 3.360 2.926
N: 0.458 -3.413 -2.445
C: -2.013 0.303 -0.377
C: -4.083 1.680 0.029
H: 4.396 1.611 -1.935
H: 2.895 2.789 0.938
H: 0.809 -1.624 -3.272
C: 2.317 1.859 0.894
H: 3.841 -1.749 2.935
H: -2.746 -3.629 -0.221
N: -0.605 1.567 0.627
N: -1.736 2.131 0.733
N: -0.733 0.426 -0.058
H: 4.659 1.102 -0.269
H: 2.136 -2.594 -3.052
H: 5.349 -0.683 -1.868
H: 3.891 0.711 1.889
H: -5.623 2.844 0.769
H: -4.831 4.540 -0.526
C: 4.363 -1.728 0.856
H: 4.923 -0.797 0.898
C: -4.340 2.734 2.372
H: -4.323 1.866 -1.020
N: -2.646 1.366 0.122
C: 4.279 -0.484 -1.738
C: 2.819 0.886 1.933
H: 2.910 -2.888 1.959
C: -4.168 4.241 0.290
H: -3.439 -4.526 -1.617
Pt: 1.124 -0.863 -0.538
N: 1.251 -2.301 -2.641
H: -3.169 4.244 -0.159
H: 5.089 -2.546 0.945
H: 1.269 2.108 1.080
S: 1.949 -0.727 1.905
O: -0.719 -2.316 -0.849
C: -2.607 -4.450 -0.918

The electronic energy comes out at -62676.176 eV. Its energy relative to the best compared isomer or geometry (same formula, charge and spin) is 51.9 kcal/mol. The HOMO energy (spin up / spin down) is -19.73 / -19.73 eV. The gap between HOMO and LUMO (spin up / spin down) comes out at 2.613 / 2.753 eV. The calculation puts the LUMO energy (spin up / spin down) at -0.629 / -0.624 Ha. Its charge is +4. The largest force on an atom is 1.9 eV Å⁻¹.

Entry from the Open Molecules 2025 dataset: a cluster of 2 separate species, C6H7NO6 in total at a distorted geometry (wB97M-V/def2-TZVPD).

Cartesian coordinates (Å):
C: -0.747 0.910 -1.955
O: -1.765 0.549 -1.068
H: -1.276 1.394 -2.784
O: 0.635 -1.098 -0.248
C: 0.107 -0.221 -2.374
O: 2.643 -0.558 2.696
C: 0.050 1.937 -1.187
O: -0.731 -1.405 2.219
C: 0.225 -1.260 -1.408
H: -0.164 -2.270 -1.737
H: 0.713 -0.179 -3.284
N: -1.211 0.602 0.418
C: 1.641 -1.210 2.372
H: -1.389 -0.811 1.766
H: 0.139 2.916 -1.719
H: 1.740 -2.165 1.840
O: 0.595 1.805 -0.111
H: 0.220 0.306 3.004
O: -1.745 1.467 0.975
C: 0.320 -0.709 2.585

The electronic energy comes out at -20101.361 eV. Its energy relative to the best compared isomer or geometry (same formula, charge and spin) is 24.4 kcal/mol. The HOMO energy (spin up / spin down) is -7.82 / -9.06 eV. The gap between HOMO and LUMO (spin up / spin down) comes out at 6.149 / 7.983 eV. The calculation puts the LUMO energy (spin up / spin down) at -0.061 / -0.039 Ha. The largest force on an atom is 3.3 eV Å⁻¹.

Entry from the Open Molecules 2025 dataset: the molecule C3H7F2N at a distorted geometry (wB97M-V/def2-TZVPD).

Cartesian coordinates (Å):
H: -0.617 -0.680 1.872
F: 1.095 0.636 -1.920
C: 0.024 -0.303 -0.138
H: 1.966 -0.953 -0.271
C: 0.149 0.885 -1.012
H: -0.354 -1.105 -0.771
C: -1.031 -0.096 0.990
F: -1.022 1.095 -1.677
H: 0.341 1.818 -0.501
H: -2.003 -0.516 0.622
H: -1.095 0.985 1.209
N: 1.308 -0.640 0.370
H: 1.240 -1.126 1.226

As for the SMILES: C[C@H](N)C(F)F. The electronic energy comes out at -10149.486 eV. Its energy relative to the best compared isomer or geometry (same formula, charge and spin) is 12.8 kcal/mol. The HOMO energy is -9.42 eV. The gap between HOMO and LUMO comes out at 10.594 eV. The calculation puts the LUMO energy at 0.043 Ha. The largest force on an atom is 2.2 eV Å⁻¹.

Entry from the Open Molecules 2025 dataset: a cluster of 2 separate species, CH4BrClOP in total at a distorted geometry (wB97M-V/def2-TZVPD).

Cartesian coordinates (Å):
H: -1.784 -0.868 -0.994
P: 0.534 -0.244 0.114
H: -1.492 0.733 -0.116
C: -1.085 -0.013 -0.801
Br: 1.642 -2.102 -0.159
O: 0.127 -0.311 1.593
Cl: 2.188 2.696 -0.064
H: -0.908 0.508 -1.783
H: 0.779 -0.399 2.210

The electronic energy comes out at -94992.821 eV. Its energy relative to the best compared isomer or geometry (same formula, charge and spin) is 106.8 kcal/mol. The HOMO energy (spin up / spin down) is -14.92 / -14.95 eV. The gap between HOMO and LUMO (spin up / spin down) comes out at 5.686 / 5.721 eV. The calculation puts the LUMO energy (spin up / spin down) at -0.339 / -0.339 Ha. Its charge is +1. The largest force on an atom is 4.4 eV Å⁻¹.

Entry from the Open Molecules 2025 dataset: the molecule C3H4N2O at a distorted geometry (wB97M-V/def2-TZVPD).

Cartesian coordinates (Å):
C: -0.032 1.488 -0.729
O: -0.102 0.583 -1.703
C: 0.043 -0.375 0.280
H: -0.108 -1.506 -1.698
C: -0.057 -0.646 -1.049
H: -0.041 2.542 -0.957
H: 0.091 -0.201 2.145
N: 0.046 1.003 0.453
H: -0.053 -1.912 1.754
N: 0.213 -0.975 1.503

As for the SMILES: Nc1cocn1. The electronic energy comes out at -8202.713 eV. Its energy relative to the best compared isomer or geometry (same formula, charge and spin) is 27.0 kcal/mol. The HOMO energy is -8.26 eV. The gap between HOMO and LUMO comes out at 9.353 eV. The calculation puts the LUMO energy at 0.040 Ha. The largest force on an atom is 1.1 eV Å⁻¹.

Entry from the Open Molecules 2025 dataset: the molecule C17H22N2O5S (wB97M-V/def2-TZVPD).

Cartesian coordinates (Å):
N: -0.054 0.243 0.026
H: 7.096 -1.525 0.813
H: -7.575 -0.039 -1.141
H: -5.371 -1.618 -1.140
H: -3.731 -1.033 2.447
H: 4.221 -0.657 -1.307
C: -1.417 0.079 -2.074
C: 0.326 2.821 -0.928
C: -6.829 0.527 0.828
H: 0.291 3.846 -0.582
C: 3.068 -0.425 1.874
H: 7.603 0.171 -0.939
S: -0.466 1.810 0.356
H: 7.114 0.938 0.578
H: -2.539 0.304 0.710
H: 1.038 -0.012 2.405
H: -0.220 2.710 -1.854
C: -5.692 -0.952 -0.367
H: -2.100 0.856 -1.744
H: -0.084 -1.386 -1.240
C: -3.790 -1.275 1.382
C: 3.548 -0.516 -0.476
C: -5.068 -0.738 0.828
H: -3.733 -2.358 1.239
H: -0.647 0.515 -2.709
H: 3.421 -0.506 2.890
C: 6.775 0.323 -0.251
O: -2.011 -2.624 -0.321
C: -0.791 -0.632 -0.875
C: 1.744 -0.159 1.605
N: -2.647 -0.705 0.693
H: 1.352 2.488 -1.020
O: 5.258 -0.895 1.233
H: -7.499 1.242 1.262
C: 6.288 -1.025 0.273
O: -5.759 0.167 1.553
H: -1.973 -0.650 -2.660
H: 5.978 0.852 -0.767
C: -1.885 -1.430 -0.134
C: 2.218 -0.234 -0.742
C: 1.306 -0.058 0.289
O: 0.120 2.183 1.605
C: 3.990 -0.611 0.840
H: 5.971 -1.675 -0.551
H: 1.894 -0.161 -1.771
O: -1.893 1.952 0.228
C: -6.843 -0.127 -0.365

As for the SMILES: CCOc1ccc(N([C@H](C)C(=O)NCc2ccco2)S(C)(=O)=O)cc1. The electronic energy comes out at -42038.108 eV. Its energy relative to the best compared isomer or geometry (same formula, charge and spin) is 55.2 kcal/mol. The HOMO energy is -8.41 eV. The gap between HOMO and LUMO comes out at 8.944 eV. The calculation puts the LUMO energy at 0.020 Ha. The largest force on an atom is 1.0 eV Å⁻¹.